{
  "formula": "C18H22F16O3P",
  "method": "wB97M-V/def2-TZVPD",
  "species": ["H", "H", "C", "F", "F", "C", "C", "H", "C", "F", "C", "C", "H", "F", "H", "H", "C", "C", "F", "H", "F", "C", "H", "F", "O", "C", "H", "C", "F", "F", "H", "H", "C", "F", "C", "F", "H", "C", "H", "F", "F", "C", "H", "O", "H", "C", "H", "F", "F", "C", "P", "H", "H", "C", "H", "O", "F", "H", "H", "H"],
  "positions_angstrom": [[0.305118, 2.664997, -3.509583], [3.329928, -0.675151, -0.332663], [-3.366392, -2.994777, -2.916324], [3.411466, 4.319857, 3.427630], [-1.816340, -5.504603, -4.906016], [0.263369, -0.492443, 1.986850], [3.085455, 2.168528, 4.354266], [2.449752, 1.049082, -1.892924], [-2.155770, -6.021174, -3.709100], [2.676829, 2.584365, 5.575368], [-0.352567, 2.488785, -2.644232], [0.985475, 5.599670, 5.776107], [1.171672, 3.638105, 1.935680], [-0.601885, -4.736487, -2.452692], [2.638161, 1.195907, 4.131234], [-4.241951, -6.019728, -3.696815], [2.579001, -1.031925, 1.646651], [-0.952894, -5.991345, -2.760072], [0.094565, 3.422937, 5.405631], [3.528964, -1.392954, 2.033263], [-1.357844, -2.802692, -4.160908], [1.261912, -0.159230, -0.197550], [1.930629, -0.889858, -2.386761], [-2.420766, -7.354334, -3.898856], [-3.791312, -4.093425, -3.623930], [2.726841, 3.161808, 3.247995], [-2.143377, 1.291232, -2.319603], [1.469261, -0.957508, 2.485484], [-1.057021, 5.165550, 4.799430], [0.091343, -6.591663, -3.380651], [-1.578803, 1.255182, -4.007661], [-2.941445, -1.677333, -4.586218], [-1.687618, 1.877660, -3.118605], [2.287914, 5.270007, 5.821040], [0.165224, -0.095520, 0.656929], [-4.469403, -2.249766, -2.658236], [1.131878, 0.661554, -3.488171], [2.460660, -0.628716, 0.320975], [-0.608591, -0.439353, 2.632809], [-1.994392, -1.106234, -2.925065], [4.433238, 2.034847, 4.402240], [-3.475502, -5.408195, -3.222062], [-1.178049, -6.544783, -1.843836], [0.692392, 4.623823, 3.597486], [-0.058665, -0.365437, -2.158003], [0.199449, 4.647985, 4.861665], [-0.599018, 3.483353, -2.241390], [0.482580, 5.515945, 7.032687], [-2.836778, -3.342827, -1.732422], [1.241465, 3.452405, 3.006193], [1.184244, 0.325721, -2.050933], [-2.370446, 2.705636, -3.342936], [0.630516, 2.571403, 3.204771], [-2.418615, -2.096091, -3.722485], [1.562530, -1.271268, 3.521355], [0.311348, 1.819057, -1.617533], [3.181927, 2.590304, 2.105200], [0.884414, 6.624495, 5.414430], [-0.782228, 0.264653, 0.266200], [-3.591848, -5.540033, -2.145335]],
  "atomic_forces_ev_per_a": [[-0.0161, -0.1117, -0.0192], [-0.0528, 0.0325, -0.0270], [-0.2457, -0.1367, 0.1592], [-0.0460, -0.0181, 0.0460], [0.0112, -0.0262, 0.0366], [-0.2369, 0.1250, -0.0363], [0.0467, -0.3568, -0.0798], [0.0154, 0.0009, -0.0160], [0.0083, 0.2668, -0.2462], [-0.0616, 0.1195, -0.0482], [-0.1486, 0.4705, 0.3688], [-0.0091, 0.0917, 0.0081], [-0.0049, 0.0058, -0.0055], [0.0001, 0.0612, -0.0126], [0.0030, 0.0020, -0.0075], [0.0080, 0.0156, -0.0256], [-0.0791, 0.0986, -0.0391], [0.0208, -0.1367, 0.0311], [0.0359, 0.0062, 0.0413], [-0.0716, 0.0051, -0.0405], [0.0071, -0.0678, 0.0511], [-0.0453, 0.2799, -0.0415], [-0.0446, 0.0259, 0.0493], [-0.0096, -0.0423, 0.0822], [0.5031, 0.0686, -0.3124], [0.0498, 0.3328, 0.0580], [0.0995, -0.0072, -0.0249], [0.3719, -0.1089, 0.2038], [-0.0704, -0.0260, 0.0504], [0.0068, -0.0056, 0.0097], [0.0122, -0.0787, 0.0982], [-0.0618, -0.0224, 0.0289], [0.1149, 0.2915, 0.1115], [0.0055, -0.0464, 0.0238], [-0.0093, -0.0812, -0.0435], [-0.0187, 0.0140, 0.0492], [-0.0006, 0.1073, 0.0819], [0.2055, -0.0575, 0.1893], [0.0231, -0.0078, 0.0168], [-0.2695, -0.2794, -0.1075], [0.0023, 0.0270, -0.0046], [-0.5124, -0.2044, 0.2464], [-0.0139, 0.0169, 0.0057], [0.4730, 0.1910, 0.2773], [-0.1941, -0.0947, 0.0909], [-0.1436, -0.1505, -0.2197], [0.0994, -0.0233, -0.0438], [-0.0112, 0.0228, -0.0007], [0.0550, 0.0108, -0.0224], [-0.3876, -0.2611, -0.4477], [0.4697, -0.1043, -0.1990], [-0.0214, -0.1379, -0.1855], [0.1000, -0.0334, 0.1308], [0.0431, 0.1609, -0.1061], [-0.0898, -0.0123, -0.0103], [-0.1549, -0.2161, -0.1776], [0.0128, -0.0588, 0.0122], [-0.0101, -0.0046, -0.0120], [0.0468, 0.0245, -0.0163], [0.1901, 0.0431, 0.0203]],
  "e_tot_ev": -77932.583,
  "homo_lumo_gap_ev": 6.1199,
  "total_charge": -1
}

---

{
  "formula": "C9H13NS",
  "method": "wB97M-V/def2-TZVPD",
  "species": ["N", "H", "H", "C", "C", "C", "H", "C", "H", "S", "C", "H", "H", "H", "H", "H", "C", "C", "H", "C", "H", "H", "C", "H"],
  "positions_angstrom": [[-0.286789, 1.706195, 0.624458], [0.862200, -0.326119, 2.240885], [3.059770, -0.270533, -0.416366], [-0.334443, 2.698271, -0.296916], [0.350080, -0.513238, 1.344971], [-1.143305, -0.840632, 1.853690], [-0.908356, -1.535120, 2.737367], [0.871719, 1.582191, -1.739867], [1.487372, 1.128376, -2.722282], [-1.430758, -2.738332, -0.480528], [0.378684, 0.664718, 0.381393], [-2.883249, -1.931118, 1.260875], [-1.171895, 3.421067, 0.030061], [-1.458830, 0.021557, 2.379590], [1.685620, -1.454650, -0.666759], [-0.008291, 3.445400, -2.579619], [-1.990004, -1.377928, 0.814810], [2.096623, -0.527106, -1.047610], [-2.514208, -0.700631, -0.079740], [-0.007982, 2.646940, -1.689038], [0.577211, -1.355520, 0.626383], [-0.707972, -3.788524, 0.322350], [1.129746, 0.595225, -0.757390], [2.347056, -0.550490, -2.140720]],
  "atomic_forces_ev_per_a": [[-1.9014, 4.1356, -0.0080], [1.5611, -0.1625, 0.8084], [-1.5670, -0.8049, -1.3640], [-4.7423, 1.7743, -0.1533], [-3.1363, -0.5145, -2.3931], [4.5917, -0.4578, 1.2868], [-0.8383, 0.2171, -1.4883], [2.9684, -3.7344, -3.6702], [-1.8568, 2.2390, 1.9872], [1.5321, -0.7749, 2.3467], [1.9916, -3.1856, 0.7700], [1.0408, 0.9972, -0.4659], [1.8472, -0.4020, -0.4969], [-1.0449, 1.1405, -0.0385], [0.3468, -0.2960, -0.4768], [-0.6299, -1.8599, 2.5749], [-4.5368, -1.9956, -3.5140], [1.6514, 1.4163, 0.6952], [1.6886, -1.0318, 2.7350], [2.2141, 0.5659, 1.0629], [0.4157, 0.4206, 2.0162], [-1.4659, 2.1293, -1.2189], [-0.0057, 0.4280, -2.1301], [-0.1244, -0.2438, 1.1346]],
  "e_tot_ev": -21865.624,
  "homo_lumo_gap_ev": 9.7212
}

---

{
  "formula": "C33H44BInN9O2S",
  "method": "wB97M-V/def2-TZVPD",
  "species": ["N", "C", "C", "C", "C", "N", "In", "H", "O", "H", "H", "C", "C", "C", "H", "H", "C", "H", "C", "H", "N", "H", "C", "H", "C", "N", "C", "N", "H", "C", "C", "H", "H", "H", "H", "H", "H", "H", "H", "C", "C", "H", "C", "C", "C", "H", "B", "H", "H", "H", "H", "H", "H", "H", "H", "H", "H", "H", "N", "C", "C", "H", "C", "H", "N", "C", "C", "C", "H", "C", "C", "O", "H", "H", "C", "C", "C", "C", "C", "C", "S", "H", "H", "H", "H", "N", "H", "H", "H", "N", "H"],
  "positions_angstrom": [[-2.034571, 1.115105, 0.400477], [3.107129, 0.836905, 2.831477], [3.432229, 1.917505, -1.472023], [-0.017071, -0.324295, 4.245677], [-1.701571, 2.435005, -1.285123], [0.506129, -4.382095, 1.210877], [0.662029, -0.170295, -0.323223], [-2.218671, 1.137805, -3.549123], [3.014129, -0.221995, -0.680423], [2.299829, -1.455695, 5.280077], [4.165029, 0.816705, 3.088777], [5.118929, 3.573105, -1.854323], [-2.299071, 3.898605, -3.210523], [2.946729, -1.631695, 2.598677], [2.796329, -1.478395, 1.532977], [2.653529, 1.736505, 3.245177], [4.574829, 2.325405, -2.123623], [5.988829, 3.920605, -2.391023], [0.813529, -3.330195, 0.624677], [-4.108071, -2.320995, 1.887477], [-1.281971, -1.442495, -0.902623], [-0.492171, 0.967705, -3.195223], [0.682329, -5.642095, 1.064877], [1.106129, -2.323795, -2.402223], [2.806929, 2.733605, -0.517023], [1.086729, -2.277995, 0.188877], [-1.552771, -4.337195, -3.277523], [0.776629, -6.793395, 1.033677], [3.854029, -0.684595, 4.958877], [3.393229, 3.968105, -0.226523], [2.419129, -0.419095, 3.369877], [-4.087971, 3.403605, 1.792877], [2.435629, -2.544895, 2.902477], [-1.213871, -4.557795, -4.289623], [-2.551771, -4.437095, -0.734723], [-2.958471, 4.088605, -0.489223], [-0.963071, -2.212995, -4.809923], [0.157529, -0.367395, 5.302077], [-3.315471, 3.518905, -3.128523], [-2.511271, -2.618695, 0.487677], [4.528829, 4.381105, -0.894723], [-4.207671, 1.662305, 2.089077], [-0.910471, -3.027295, -2.804323], [2.775129, -0.574295, 4.855277], [-1.251971, -0.268795, 3.630877], [2.942629, 4.586105, 0.534477], [-2.101971, -0.201295, 1.184477], [-2.286571, -1.655395, -3.779423], [-1.260971, -5.164795, -2.634523], [2.463229, 0.300105, 5.424177], [-2.638571, -4.259095, -3.281723], [5.043729, 1.659305, -2.834723], [-1.022571, 1.919105, -4.593123], [-3.648271, -4.007795, 1.605877], [-0.648871, -1.030195, -3.533323], [-2.432971, -0.368095, 5.376877], [0.330029, 3.944705, -3.631623], [-2.090071, 4.095005, -4.261723], [-1.046871, -0.221895, 2.303977], [0.923729, -0.316895, 3.208877], [-3.518971, 2.483305, 1.900377], [-3.191871, -1.102895, 3.961577], [-2.578071, -0.272795, 4.303077], [-3.119071, 0.647605, 4.098377], [-1.404071, 1.244105, -0.773523], [-1.227871, -1.908695, -3.798723], [0.605729, -3.226495, -2.747423], [-2.725871, 2.240605, 0.667377], [0.977729, -3.473395, -3.740523], [-3.268471, -2.994095, 1.714177], [-2.540571, 3.107105, -0.391923], [1.738829, 0.505505, -2.313023], [-2.610671, -2.959795, 2.582377], [-2.230471, 4.839905, -2.668423], [-2.229571, -3.423795, -0.599723], [0.104129, 3.520905, -2.654523], [-1.287771, 2.879505, -2.665123], [-1.256471, 1.645405, -3.565923], [2.731229, 0.605405, -1.559423], [-1.444571, -2.645295, -1.450523], [1.342329, 2.297505, 0.312277], [3.024729, 0.860905, 1.748577], [-2.861071, 2.589005, 2.761677], [-3.177771, -0.278095, 1.688277], [0.852429, 2.767305, -2.430623], [-1.931871, -1.424295, 0.271277], [4.970529, 5.337105, -0.646723], [0.853829, -4.043495, -2.072623], [4.012929, -1.756895, 2.779577], [0.266629, -0.243795, 2.051477], [0.174929, 4.312105, -1.911523]],
  "atomic_forces_ev_per_a": [[-0.4644, 0.3669, 0.3314], [-0.0516, -0.1730, -0.0389], [-0.0834, 0.0649, 0.1088], [-0.1920, 0.0213, -0.2290], [-0.1787, -0.0609, 0.1763], [-0.7201, 0.1592, 1.2003], [0.0436, 0.2219, 0.1554], [-0.0968, -0.1143, -0.0241], [-0.0992, -0.7788, 0.7104], [-0.0382, -0.1208, 0.1009], [0.1395, -0.0178, 0.0724], [0.0268, 0.0415, -0.0572], [0.1083, -0.2422, 0.1603], [-0.0934, 0.1495, -0.0255], [0.1117, -0.1568, 0.0423], [0.0170, 0.1053, -0.0460], [0.0781, -0.0132, -0.1199], [0.1432, -0.0440, -0.0133], [0.6145, 1.2500, -0.6971], [-0.0246, 0.0132, 0.0537], [0.9165, 0.3748, -0.7637], [-0.0078, -0.0479, -0.1387], [0.1741, -0.5214, -0.2869], [0.1132, -0.0298, -0.0451], [0.0827, 0.2536, 0.0402], [-0.0196, -0.1688, -0.1194], [0.0616, 0.2500, 0.1369], [0.0783, -0.6956, -0.0987], [0.0422, 0.0122, -0.0228], [-0.0546, -0.1558, -0.0723], [0.4078, -0.0067, 0.0274], [-0.0214, 0.0350, -0.0119], [-0.0490, -0.0909, -0.0153], [0.0114, -0.0233, -0.0418], [-0.0490, -0.1569, -0.0319], [-0.1322, 0.1752, -0.0296], [0.0925, -0.0337, -0.1063], [0.0565, -0.0355, 0.1454], [-0.1491, -0.0086, -0.0053], [-0.0321, -0.4045, -0.0906], [0.1288, 0.0750, 0.0063], [-0.0831, -0.0346, 0.1019], [0.1563, -0.0384, -0.2494], [-0.1809, 0.0094, -0.2396], [0.1700, -0.0477, 0.3864], [-0.0461, 0.1239, 0.0611], [-0.0465, 0.1886, 0.0796], [-0.0870, 0.0653, 0.0070], [-0.0180, -0.1242, 0.0646], [-0.0143, 0.0863, 0.1021], [-0.1166, -0.0329, -0.0386], [0.0293, 0.0046, -0.0968], [0.0991, 0.0584, -0.1171], [0.0294, -0.0157, 0.0122], [-0.0449, 0.1496, -0.0947], [-0.0035, 0.0254, 0.0269], [-0.0238, 0.0474, -0.1951], [0.0610, 0.0348, -0.0514], [-0.5542, -0.0300, 0.7691], [-0.1162, -0.0113, 0.1977], [0.0230, -0.1669, 0.0135], [-0.1044, -0.0509, 0.0074], [-0.1111, 0.0062, -0.1590], [-0.1376, 0.0625, 0.0576], [0.7888, -0.2396, -0.8562], [0.0569, -0.0935, 0.1599], [-0.1010, 0.0213, 0.0002], [-0.1141, 0.4740, -0.1208], [0.0600, -0.0163, -0.1329], [0.0138, 0.1914, -0.0538], [0.0102, -0.1767, 0.2321], [-1.3623, -0.4072, -0.3748], [-0.0128, -0.0243, 0.1017], [-0.0477, 0.1184, 0.0516], [-0.0387, 0.1677, 0.0993], [-0.0352, -0.1224, 0.0154], [0.1845, 0.0606, -0.2170], [0.0192, 0.0997, 0.1587], [1.3919, 0.6454, -0.3979], [-0.3618, -0.1248, 0.1043], [-0.5427, -0.3516, 0.2604], [0.0273, 0.1793, 0.0024], [0.0162, -0.0210, 0.1420], [-0.1372, 0.0078, 0.2225], [0.1012, 0.0351, 0.0323], [-0.5896, -0.3613, 0.3910], [0.0105, 0.0843, -0.0416], [0.1117, -0.0253, 0.0580], [0.1442, 0.0364, 0.0463], [0.6354, -0.0090, -0.9752], [0.0006, 0.0737, 0.1094]],
  "e_tot_ev": -69133.186,
  "homo_lumo_gap_ev": 7.1689,
  "total_charge": -1
}

---

{
  "formula": "C15H26CaGeO2",
  "method": "wB97M-V/def2-TZVPD",
  "species": ["H", "H", "H", "H", "H", "H", "C", "Ca", "H", "H", "C", "O", "H", "C", "H", "H", "C", "C", "H", "H", "C", "H", "Ge", "C", "H", "O", "H", "H", "H", "H", "C", "C", "C", "H", "H", "C", "H", "H", "C", "H", "H", "C", "H", "C", "C"],
  "positions_angstrom": [[0.625053, 1.831732, -1.977605], [-5.700427, -1.207514, 0.369973], [3.513972, 0.159076, -1.682964], [-4.948021, 1.095037, 0.897615], [3.076613, -2.274791, -2.328597], [2.947521, 2.037617, -1.004642], [-5.015888, -1.035429, 1.189673], [-1.969046, -1.471612, 1.137230], [0.142073, -1.360723, 0.936192], [2.705267, 3.776153, -0.825522], [2.415941, 2.904143, -1.412798], [-2.760271, -1.737513, -0.960862], [2.776638, 3.056368, -2.427797], [-4.585785, 0.259733, 1.482428], [5.675445, -0.281072, -0.485836], [-2.615651, -0.419950, 4.170773], [2.688919, -1.815514, -1.417107], [3.599280, -0.672902, -0.973535], [-3.359848, -2.718103, 3.635633], [1.899685, 1.487494, 0.956223], [0.828835, 1.399479, 0.761504], [5.449046, -1.417335, -1.811045], [0.533865, -0.275281, -0.216399], [-3.719089, 0.486181, 2.553374], [3.254122, -0.285582, 0.000134], [-1.364457, -0.064094, -0.672067], [0.426222, 3.558908, -1.906285], [-1.956895, -0.730352, -2.539068], [-3.425523, 1.496632, 2.808928], [5.160240, -1.932878, -0.149875], [0.314776, 2.620887, 0.013955], [1.264980, -1.345862, -1.687645], [0.903413, 2.723474, -1.390951], [-0.777799, 2.596569, -0.035230], [-4.913940, -3.113674, 1.744941], [-2.049306, -0.879955, -1.457563], [2.680154, -2.603037, -0.657659], [0.350121, 1.283103, 1.740068], [-3.685278, -1.887610, 3.016673], [0.580123, 3.507831, 0.594370], [1.223243, -0.751742, -2.603341], [-4.570861, -2.109242, 1.961476], [0.587581, -2.197533, -1.816709], [-3.260517, -0.591140, 3.315467], [5.055460, -1.099972, -0.845512]],
  "atomic_forces_ev_per_a": [[-0.0261, -0.0038, 0.0197], [-0.0038, 0.0012, 0.0001], [0.0166, -0.1336, 0.0260], [-0.0022, -0.0047, -0.0088], [-0.0069, 0.0267, -0.0009], [-0.0811, 0.1888, -0.0315], [0.1516, 0.0500, 0.0293], [-0.9716, 0.0273, 0.3735], [0.5124, 0.1579, -0.2566], [0.0087, 0.0231, -0.0020], [0.0513, -0.0807, 0.0998], [-0.0254, -0.2262, -0.3232], [0.0091, -0.0027, -0.0351], [0.0512, -0.1283, -0.0022], [0.0181, 0.0055, -0.0002], [-0.0317, 0.0184, -0.0124], [0.1271, 0.0453, 0.2624], [0.1015, -0.1123, -0.1242], [-0.0561, 0.0189, 0.0236], [-0.0048, -0.1450, -0.0475], [0.0554, -0.1962, 0.1038], [-0.0084, -0.0029, -0.0083], [0.2535, 0.1062, -0.1046], [0.1266, -0.1140, -0.0704], [-0.0040, -0.0293, -0.0010], [0.4333, -0.0890, 0.1679], [0.0338, -0.0142, -0.0078], [-0.0617, 0.0005, 0.0498], [0.0228, -0.0166, -0.0140], [0.0043, -0.0074, 0.0124], [-0.1063, -0.0060, -0.2247], [-0.2550, 0.1450, -0.0588], [-0.0799, 0.1515, -0.0707], [0.0552, 0.0063, -0.0296], [-0.0379, 0.0208, 0.0174], [0.0555, 0.2228, -0.4009], [0.0617, 0.0186, -0.0088], [0.0046, -0.0549, -0.0844], [-0.3014, -0.1922, 0.4101], [0.0116, -0.0062, -0.0191], [-0.0476, 0.1242, 0.0765], [0.0258, -0.0604, -0.0396], [-0.0301, 0.0903, 0.0182], [-0.0333, 0.1434, 0.2696], [-0.0165, 0.0337, 0.0273]],
  "e_tot_ev": -95013.517,
  "homo_lumo_gap_ev": 10.1291,
  "total_charge": 2
}